# 1
Below is C10H11N3S in the gas phase at a distorted geometry, with properties calculated with wB97M-V/def2-TZVPD.

Properties
relative energy (zero: lowest compared OMol25 entry of this formula, charge and spin) = 247.0 kJ/mol
LUMO (alpha / beta) = -0.010 / -0.030 Eh

Last column: Mulliken charge in e.
Atoms and positions in Å:
C: -1.1097 1.8562 2.0923  0.483
C: -0.5549 -0.4664 -2.9043  -0.678
C: -1.9498 -0.4550 -2.8454  -0.564
C: 0.1876 -0.2832 -1.7691  -0.129
C: -2.5710 -0.2458 -1.6377  -0.639
C: -0.4157 -0.0308 -0.5126  0.073
C: -1.8338 -0.0550 -0.4707  0.569
C: -1.7226 0.6344 2.2228  -0.401
C: 2.0755 -1.3179 0.4437  -1.066
C: 2.2396 0.7580 1.7527  -0.926
N: -0.5941 2.8889 2.0217  -0.556
N: 0.2843 0.3475 0.5588  -0.137
N: 1.4914 -0.0585 0.8342  0.192
S: -2.7367 -0.0580 1.0247  -0.171
H: -0.0550 -0.6024 -3.8508  0.373
H: -2.5327 -0.6036 -3.7401  0.375
H: 1.2629 -0.2114 -1.8414  0.396
H: -3.6484 -0.2412 -1.5637  0.377
H: -1.7938 0.1780 3.1960  0.437
H: 1.3297 -1.9421 -0.0465  0.452
H: 2.9137 -1.1644 -0.2404  0.301
H: 2.4466 -1.8367 1.3307  0.332
H: 2.4562 0.2065 2.6695  0.282
H: 3.1812 1.0623 1.2898  0.305
H: 1.6494 1.6406 1.9859  0.320


# 2
Below is a molecular structure, C17H14NO5RuS3 at a distorted geometry, with properties calculated with wB97M-V/def2-TZVPD.

Properties
relative energy (zero: lowest compared OMol25 entry of this formula, charge and spin) = 3.8 kJ/mol
net charge = +1
LUMO (alpha / beta) = -0.247 / -0.248 Eh

Last column: Mulliken charge in e.
Atoms and positions in Å:
Ru: -0.8120 -0.7442 -0.1647  1.021
O: 2.0145 -4.1408 -0.8949  -0.463
C: 1.1257 -3.2940 -0.4618  0.620
O: 1.1752 -2.0912 -0.6302  -0.484
C: 0.0030 -3.9267 0.3518  -0.520
O: -1.1517 -3.1135 0.3140  -0.383
C: -2.0523 -3.4048 -0.7437  -0.405
C: -1.5369 -2.7583 -2.1078  0.682
O: -1.4180 -3.4668 -3.0715  -0.587
O: -1.2907 -1.5195 -1.9877  -0.736
H: 2.7373 -3.7339 -1.4071  0.416
H: -0.1854 -4.9515 0.0122  0.361
H: 0.3336 -3.9538 1.3993  0.349
H: -2.1961 -4.4812 -0.8819  0.377
H: -2.9988 -2.9225 -0.4771  0.171
S: -3.5916 -0.4022 0.2742  -0.156
C: -2.9616 1.0421 -0.3326  0.248
N: -1.6786 1.1050 -0.6627  0.180
C: -1.3167 2.3172 -1.1584  -0.259
C: -0.0579 2.6726 -1.6478  -0.236
C: 0.1266 3.9555 -2.1103  -0.755
C: -0.9156 4.8907 -2.0817  -0.527
C: -2.1687 4.5574 -1.6068  -0.552
C: -2.3748 3.2595 -1.1649  0.857
S: -3.8397 2.5274 -0.5788  -0.163
H: 0.7288 1.9313 -1.6766  0.326
H: 1.0900 4.2433 -2.4994  0.405
H: -0.7414 5.8892 -2.4479  0.401
H: -2.9751 5.2727 -1.5770  0.413
S: -0.7199 -0.2417 2.1121  -0.085
C: 0.9540 0.1805 2.3296  0.869
C: 1.7813 0.3660 1.2160  0.492
C: 3.1252 0.6089 1.4029  -0.940
C: 3.6459 0.6972 2.6918  -0.435
C: 2.8143 0.5659 3.7948  -0.543
C: 1.4699 0.3060 3.6220  -0.536
H: 1.3543 0.3025 0.2052  -0.129
H: 3.7738 0.7384 0.5500  0.436
H: 4.7008 0.8697 2.8361  0.412
H: 3.2136 0.6646 4.7915  0.397
H: 0.8156 0.1829 4.4697  0.462


# 3
Below is a molecular structure, C41H47IrN6O4S at a distorted geometry, with properties calculated with wB97M-V/def2-TZVPD.

Properties
LUMO (alpha / beta) = -0.044 / -0.043 Eh

Last column: Mulliken charge in e.
Atoms and positions in Å:
Ir: 0.5197 0.6753 0.3918  3.567
C: 2.1210 0.1334 -4.4744  -1.703
C: 2.3199 0.9217 -3.1754  2.169
C: 3.7964 1.2751 -3.0130  -2.013
C: 1.4298 2.1387 -3.1640  0.483
C: 1.8652 3.3262 -3.7223  -0.758
C: 1.0482 4.4408 -3.7494  -1.427
C: -0.2514 4.3269 -3.3025  -0.756
C: -0.7505 3.1509 -2.7579  0.840
C: -2.2340 3.1629 -2.4397  0.379
C: -2.5029 3.5953 -0.9989  -1.007
C: -2.9789 1.8624 -2.7390  -1.713
C: 0.1336 2.0650 -2.5960  -0.815
N: -0.1979 0.9321 -1.8609  1.123
C: -0.6185 -0.1603 -2.4967  0.169
O: -0.9089 -0.2272 -3.6891  -0.774
C: -0.7575 -1.3669 -1.6182  -0.734
C: -1.3615 -2.5287 -2.0843  -0.539
C: -1.4454 -3.6187 -1.2337  -0.942
C: -0.9162 -3.5211 0.0439  -0.739
C: -0.3287 -2.3222 0.4305  -0.262
N: -0.2540 -1.2899 -0.3978  0.404
C: 0.3873 -2.1948 1.7425  0.348
O: 0.3563 -3.1114 2.5567  -0.775
N: 1.0488 -1.0348 1.9018  0.427
C: 2.2070 -1.0683 2.6663  -0.135
C: 3.3073 -1.7985 2.1442  1.042
C: 4.4811 -1.8729 2.8710  -0.553
C: 4.6079 -1.2480 4.0976  -1.521
C: 3.5338 -0.5445 4.6075  -1.068
C: 2.3312 -0.4432 3.9245  0.694
C: 1.2192 0.3023 4.6278  0.276
C: 1.1623 1.7405 4.1162  -1.622
C: -0.1519 -0.3606 4.5065  -1.414
C: 3.2211 -2.5429 0.8315  1.561
C: 4.4048 -2.2538 -0.0958  -1.574
C: 3.1151 -4.0424 1.1292  -1.783
H: 2.6981 -0.7882 -4.4364  0.443
H: 2.4595 0.7198 -5.3268  0.359
H: 1.0756 -0.1227 -4.6229  0.338
H: 2.0370 0.2807 -2.3371  -0.962
H: 4.1917 1.7261 -3.9207  0.521
H: 4.3620 0.3701 -2.8094  0.371
H: 3.9395 1.9580 -2.1787  0.425
H: 2.8523 3.3893 -4.1495  0.378
H: 1.4082 5.3749 -4.1534  0.408
H: -0.9165 5.1722 -3.4002  0.418
H: -2.6585 3.9324 -3.0966  0.762
H: -2.1759 2.8119 -0.3255  -0.168
H: -3.5702 3.7468 -0.8516  0.588
H: -1.9790 4.5209 -0.7636  0.181
H: -2.8034 1.1155 -1.9676  0.086
H: -2.6650 1.4529 -3.6966  0.419
H: -4.0509 2.0572 -2.7724  0.522
H: -1.7358 -2.5428 -3.0973  0.587
H: -1.9091 -4.5349 -1.5671  0.476
H: -0.9217 -4.3393 0.7488  0.618
H: 5.3120 -2.4404 2.4789  0.369
H: 5.5269 -1.3266 4.6592  0.372
H: 3.6209 -0.0842 5.5826  0.441
H: 1.4795 0.3179 5.6957  0.669
H: 0.9667 1.7194 3.0476  0.261
H: 2.1079 2.2531 4.2770  0.508
H: 0.3736 2.2942 4.6224  0.433
H: -0.5340 -0.2783 3.4919  -0.164
H: -0.8536 0.1252 5.1854  0.533
H: -0.0929 -1.4170 4.7586  0.457
H: 2.3244 -2.2215 0.2951  -0.743
H: 5.3454 -2.6069 0.3206  0.377
H: 4.4708 -1.1861 -0.2885  0.257
H: 4.2422 -2.7557 -1.0478  0.427
H: 4.0147 -4.3896 1.6325  0.353
H: 2.9922 -4.6038 0.2060  0.442
H: 2.2632 -4.2401 1.7757  0.401
C: -3.9955 0.3492 3.3717  -0.886
N: -3.0756 1.4495 3.3386  0.421
C: -2.9059 2.4243 4.2823  -0.975
C: -1.9749 3.2829 3.8220  -0.439
N: -1.5572 2.8423 2.5757  0.788
C: -2.2232 1.6750 2.3057  0.002
S: -2.1440 0.6571 0.9845  -0.265
C: -0.6890 3.5749 1.7569  0.310
C: -0.6121 4.9534 1.9678  -1.282
C: 0.2523 5.7035 1.1971  -1.117
C: 0.9912 5.0647 0.2124  -1.421
C: 0.8137 3.7057 0.0367  0.017
N: -0.0016 2.9667 0.7882  0.939
H: -4.6639 0.4616 4.2212  0.376
H: -3.4511 -0.5933 3.4493  0.302
H: -4.5702 0.3295 2.4447  0.344
H: -3.4428 2.4283 5.2092  0.436
H: -1.5670 4.1452 4.3032  0.509
H: -1.2383 5.4315 2.7015  0.619
H: 0.3405 6.7679 1.3617  0.438
H: 1.6796 5.6039 -0.4201  0.577
H: 1.3445 3.1892 -0.7509  0.093
O: 2.4647 1.8340 1.3690  -0.422
C: 3.2346 1.1933 0.6372  -0.460
O: 2.8383 0.3891 -0.2209  -0.118
H: 4.3259 1.3600 0.7508  0.197


# 4
Below is C4H8N4 in the gas phase at a distorted geometry, with properties calculated with wB97M-V/def2-TZVPD.

Properties
relative energy (zero: lowest compared OMol25 entry of this formula, charge and spin) = 467.3 kJ/mol
LUMO = 0.013 Eh
SMILES string = [H]/N=C\N(/C=N/[H])/C(C)=N/[H]

Last column: Mulliken charge in e.
Atoms and positions in Å:
C: 1.9453 -1.4678 -0.0915  -1.130
C: 1.2871 -0.1341 -0.0202  0.693
C: -1.0931 1.1924 0.0142  -0.165
C: -1.1043 -1.2194 0.3040  0.033
H: 3.0458 -1.2369 -0.3413  0.339
H: 1.6222 -1.6257 -1.2054  0.290
H: 1.8848 -2.2014 0.8003  0.329
H: 2.9850 0.9468 0.3006  0.253
H: -2.2009 1.0464 0.5498  0.258
H: 0.1827 2.1735 -0.3343  0.390
H: -0.5108 -2.0024 1.0950  0.201
H: -2.7470 -2.0879 -0.1102  0.224
N: 1.9523 1.0043 0.0611  -0.701
N: -0.2708 -0.0650 -0.0744  0.048
N: -0.7789 2.3436 -0.0075  -0.484
N: -2.3986 -1.1741 -0.2639  -0.579